{
  "formula": "C15H45InO20P5",
  "method": "ωB97M-V with the def2-TZVPD basis set",
  "de_lowest_kj_mol": 57.1,
  "homo_lumo_gap_ev": 3.9,
  "total_charge": 3,
  "total_energy_ha": -3999.59429,
  "species": ["H", "C", "H", "P", "H", "H", "O", "H", "H", "H", "C", "H", "H", "O", "O", "H", "H", "C", "O", "P", "H", "H", "H", "C", "H", "H", "H", "C", "C", "C", "H", "O", "H", "O", "In", "H", "O", "H", "P", "H", "C", "H", "C", "H", "P", "H", "H", "H", "O", "H", "O", "C", "H", "O", "H", "H", "C", "O", "P", "H", "C", "H", "C", "O", "H", "H", "H", "O", "H", "O", "O", "H", "H", "C", "O", "H", "O", "H", "O", "C", "H", "H", "H", "O", "O", "H"],
  "coordinates": [[-0.607, -2.054, -5.391], [1.808, 5.707, 1.169], [2.059, 5.585, 2.226], [-0.487, -3.614, -2.537], [-1.734, 3.817, 3.632], [3.892, 0.068, -5.410], [-5.249, -1.724, 1.412], [3.448, -1.581, -4.773], [-4.416, -5.585, -0.452], [0.343, 1.249, 6.562], [0.021, -5.275, -0.629], [-0.397, -1.284, -3.819], [-3.400, -3.000, -3.038], [1.867, 2.226, -3.111], [-0.395, 0.858, 2.488], [4.261, 4.318, 0.475], [-4.107, -1.117, 3.035], [-2.916, -3.823, -3.568], [0.414, -4.685, -1.857], [-0.305, 1.139, 3.952], [0.879, -5.561, -0.018], [2.160, 3.304, -4.837], [2.691, 5.974, 0.603], [-0.661, 3.725, 3.476], [3.895, -0.853, -1.027], [-3.119, -4.477, -0.790], [5.407, -0.070, -1.450], [-5.004, -1.718, 2.834], [-3.700, -4.921, 0.027], [4.084, 3.927, -0.532], [-3.287, 0.717, 3.591], [-1.762, -4.433, -2.957], [4.014, 4.833, -1.133], [-4.414, -3.933, 0.790], [-0.724, -0.151, -0.108], [3.645, 2.561, -4.179], [1.336, 0.176, -1.710], [-3.474, 0.939, 5.360], [2.309, 0.827, -2.636], [-5.787, -1.232, 3.401], [3.286, 1.732, 2.416], [-3.654, -4.600, -3.733], [0.024, -2.024, -4.503], [2.900, 4.016, -3.440], [-4.239, -2.423, 0.455], [4.366, 1.822, 2.324], [-4.738, -2.722, 3.161], [0.957, -1.592, -4.849], [1.177, 4.469, 0.755], [-2.954, -5.432, 0.629], [0.880, 0.392, 4.631], [-2.853, 1.145, 4.489], [-4.956, -1.163, -2.676], [2.872, 3.172, -0.524], [1.039, 6.472, 1.179], [-2.883, 2.236, 4.478], [3.618, -0.533, -4.541], [3.774, 0.918, -2.127], [1.870, 3.080, 0.683], [-0.156, 4.671, 3.623], [2.715, 3.066, -3.933], [-0.541, -4.626, 0.046], [-5.220, -1.040, -1.624], [2.699, 2.977, 2.010], [1.036, -0.452, 6.481], [2.945, 0.864, 1.849], [-0.503, -6.219, -0.781], [2.402, -0.008, -3.981], [-2.539, -3.430, -4.516], [-2.837, -1.897, 0.478], [-0.792, -2.506, -1.575], [3.032, 1.511, 3.450], [-0.556, 3.442, 2.426], [1.028, 0.557, 6.084], [-4.883, -2.256, -0.950], [4.504, 0.642, -0.164], [-1.542, 0.656, 4.802], [-4.557, -0.225, -1.321], [0.243, -3.291, -3.877], [4.388, 0.113, -1.106], [4.984, 3.370, -0.777], [2.028, 0.962, 6.238], [4.509, -0.480, -3.914], [0.952, 1.947, 0.430], [-0.131, 2.663, 4.286], [-6.283, -0.838, -1.560]]
}